[1]
Molecular formula: C10H11Br3F6NO4
Method: DFT, ωB97M-V with the def2-TZVPD basis set

Summary:
- Kohn-Sham gap (eV) = 7.29
- net charge = +1
- calculated total energy (eV) = -246644.6219

Last column: natural (NBO) charge in e.
Cartesian coordinates (Å):
O -1.4510 0.6288 2.6485  -0.5286
C -1.9684 1.7327 2.0660  0.6949
O -3.4233 1.9815 2.2972  -0.6620
C -1.0015 2.7357 1.1813  0.5774
F 0.4080 2.2140 1.0337  -0.3106
F -0.8504 3.9849 2.0180  -0.2984
C -1.6519 3.2222 -0.2442  0.6069
F -2.8533 4.0935 0.0330  -0.2932
F -0.6242 4.1205 -0.8842  -0.2882
C -2.1668 2.0112 -1.2222  0.5838
F -2.5827 2.6732 -2.5152  -0.3040
F -3.3732 1.2891 -0.7405  -0.3172
C -0.9389 0.9674 -1.6693  0.4805
O 0.0990 1.5784 -2.3060  -0.4388
C -0.9789 -0.6575 -1.4221  -0.1736
C -0.5211 -1.1399 0.0756  -0.1326
O 0.4499 -2.2842 0.0525  -0.5159
C 1.6768 -1.7620 -0.5798  -0.1109
C 1.3512 -1.3886 -2.1693  -0.3055
N -0.1381 -1.4447 -2.4283  -0.5318
H -3.8762 1.1126 2.5873  0.5284
H -2.1173 -0.9826 -1.5771  0.2800
H -1.4359 -1.4989 0.7522  0.2651
H 0.0307 -0.2974 0.7098  0.2483
H 2.0714 -0.7540 -0.0831  0.2146
H 2.5911 -2.5056 -0.5465  0.2542
H 1.8543 -0.3516 -2.3762  0.2781
H 1.9186 -2.1690 -2.8714  0.2556
H -0.4301 -2.4646 -2.3981  0.4673
H -0.4173 -1.0826 -3.3769  0.4626
C 4.1081 -2.7136 2.9067  -0.4898
Br 2.8249 -4.1634 2.7172  0.0938
Br 5.6770 -2.9849 1.7892  0.1004
Br 3.2890 -0.9768 2.5954  0.0725
H 4.4506 -2.7238 3.9467  0.2366

---

[2]
Molecular formula: C10H11Cl16NO
Method: DFT, ωB97M-V with the def2-TZVPD basis set

Summary:
- structure (SMILES) = ClC(Cl)(Cl)Cl.ClC(Cl)(Cl)Cl.ClC(Cl)(Cl)Cl.ClC(Cl)(Cl)Cl.c1cc[nH]c1.CCO
- Kohn-Sham gap (eV) = 8.17
- net charge = 0
- calculated total energy (eV) = -214442.8798

Last column: natural (NBO) charge in e.
Cartesian coordinates (Å):
Cl -0.9719 -7.7832 -6.4982  0.0762
C -2.1583 -6.6294 -7.0506  -0.2177
Cl -3.7463 -7.3742 -7.2001  0.0667
Cl -2.2277 -5.2462 -5.9449  0.0567
Cl -1.6520 -6.0922 -8.7143  0.0234
Cl -5.5961 -3.4999 -6.4385  0.0588
C -5.7899 -3.4179 -8.1984  -0.2190
Cl -4.4015 -4.1034 -9.0467  0.0687
Cl -7.2429 -4.3563 -8.6341  0.0333
Cl -6.0799 -1.7405 -8.6850  0.0528
Cl -6.1208 2.2961 -11.0018  0.0717
C -6.9909 2.4057 -9.4735  -0.2294
Cl -8.0020 3.8532 -9.4396  0.0572
Cl -8.0329 0.9941 -9.2710  0.0507
Cl -5.8724 2.4576 -8.1132  0.0581
Cl 0.7910 -3.7993 -7.7654  0.0547
C 2.1378 -3.4364 -8.8620  -0.2231
Cl 1.4454 -3.2192 -10.5040  0.0382
Cl 2.9766 -2.0042 -8.3816  0.0845
Cl 3.2683 -4.8063 -8.8464  0.0499
C -0.4473 -0.6012 -7.2357  -0.3015
C -0.7126 0.7766 -7.2924  -0.3101
C -2.0126 0.9719 -6.8947  -0.0780
N -2.5228 -0.2571 -6.5428  -0.5095
C -1.5711 -1.2175 -6.7617  -0.0803
H 0.5152 -1.0182 -7.4692  0.2164
H -0.0551 1.5558 -7.6443  0.2177
H -2.6268 1.8467 -6.7733  0.2044
H -3.4780 -0.3994 -6.2570  0.4255
H -1.8035 -2.2661 -6.6807  0.2073
C -8.5932 -0.4471 -5.0258  -0.6377
C -7.4261 0.1937 -5.7648  -0.0706
O -6.2065 -0.4223 -5.3439  -0.7301
H -8.7420 -1.4739 -5.3708  0.2138
H -9.5308 0.1009 -5.0874  0.2180
H -8.3420 -0.6174 -3.9726  0.1942
H -7.3533 1.2721 -5.6137  0.1593
H -7.6050 0.0493 -6.8272  0.1856
H -6.2353 -0.4137 -4.3810  0.4635

---

[3]
Molecular formula: C10H11ClF4IrN2
Method: DFT, ωB97M-V with the def2-TZVPD basis set

Summary:
- Kohn-Sham gap (alpha / beta) (eV) = 6.97 / 6.28
- 2S+1 = 2
- net charge = +2
- calculated total energy (eV) = -39739.9833
- expectation value of S² = 0.86

Last column: natural (NBO) charge in e.
Cartesian coordinates (Å):
Ir 0.0092 1.0657 -1.2538  1.0964
C -2.8739 1.4190 -1.8620  -0.4274
N -1.9209 0.4789 -1.1945  -0.3134
C -1.9467 -0.8408 -1.9003  -0.4672
C -2.2304 0.3226 0.2651  -0.2509
C -1.0765 -0.3605 1.0028  -0.2767
N 0.2011 0.0129 0.3388  -0.3394
C 1.4289 -0.3052 0.7922  0.0597
C 2.5343 0.1676 0.0434  0.3358
F 2.2551 0.9251 -1.0542  -0.2880
C 3.8233 -0.0768 0.4102  0.3753
F 4.8107 0.3752 -0.3233  -0.2365
C 4.0881 -0.8044 1.5805  -0.1741
C 3.0339 -1.2642 2.3554  0.3533
F 3.2617 -1.9321 3.4603  -0.2371
C 1.7222 -1.0254 1.9885  0.3895
F 0.7490 -1.4738 2.7494  -0.2452
H -3.8683 0.9725 -1.8443  0.2412
H -2.5577 1.5647 -2.8932  0.2410
H -2.8744 2.3651 -1.3287  0.2463
H -2.9590 -1.2445 -1.8459  0.2623
H -1.2640 -1.5445 -1.4228  0.2246
H -1.6821 -0.6963 -2.9458  0.2514
H -3.1625 -0.2322 0.3778  0.2582
H -2.3804 1.3270 0.6576  0.2480
H -1.1473 -1.4471 1.0494  0.2576
H -1.0760 0.0124 2.0273  0.2727
H 5.1126 -0.9907 1.8817  0.3007
Cl -0.0102 3.2301 -1.1114  -0.1581